DFT (the ωB97M-V functional and the def2-TZVPD basis) results for a molecular structure, C31H39BMnN12O2P.

**DFT total energy**: -96022.124 eV
**2S+1**: 6
**Kohn-Sham gap (spin up / spin down)**: 0.2523 / 0.1259 Eh
**⟨S²⟩**: 8.8115
**Total charge**: +3
**Energy relative to the best compared isomer or geometry (same formula, charge and spin)**: 56.40 kJ/mol
**Strongest force on any atom**: 0.9 eV/A
**Lowest unoccupied orbital energy (spin up / spin down)**: -8.258 / -11.697 eV

Geometry as XYZ:
```
87
C31H39BMnN12O2P | the Open Molecules 2025 dataset | the ωB97M-V functional and the def2-TZVPD basis
Mn 0.44 0.01 0.43
C -3.47 0.72 1.62
C -2.38 1.01 0.82
N -1.30 0.34 1.27
N -1.70 -0.40 2.32
C -2.99 -0.17 2.57
B -0.74 -1.38 3.08
N 0.57 -0.61 3.39
C 1.35 -0.63 4.49
C 2.60 -0.15 4.16
C 2.52 0.12 2.80
N 1.30 -0.15 2.34
N -0.35 -2.51 2.08
C 0.10 -3.75 2.35
C 0.77 -4.23 1.24
C 0.72 -3.18 0.33
N 0.04 -2.14 0.83
N -1.42 -1.88 4.30
C -2.22 -2.97 4.49
C -2.82 -2.83 5.71
C -2.32 -1.61 6.22
N -1.52 -1.01 5.35
H -4.47 1.11 1.54
H -2.31 1.65 -0.05
H -3.47 -0.65 3.40
H 0.94 -0.98 5.43
H 3.45 -0.05 4.81
H 3.28 0.49 2.13
H -0.07 -4.20 3.31
H 1.23 -5.19 1.13
H 1.16 -3.13 -0.66
H -2.33 -3.74 3.75
H -3.50 -3.51 6.19
H -2.54 -1.14 7.16
N -0.39 -0.57 -1.58
C 0.73 -0.65 -2.54
C 0.67 -1.80 -3.55
C -0.38 -1.60 -4.64
C -0.27 -2.52 -5.84
N -0.56 -3.93 -5.56
C 0.24 -4.98 -5.72
N 1.53 -4.84 -6.04
N -0.24 -6.21 -5.53
C 2.06 -0.64 -1.79
O 3.10 -0.86 -2.32
O 1.98 -0.26 -0.51
H -0.76 -1.49 -1.35
H -1.16 -0.02 -1.96
H 0.72 0.28 -3.11
H 0.51 -2.75 -3.03
H 1.67 -1.85 -4.00
H -0.29 -0.58 -5.04
H -1.40 -1.67 -4.22
H 0.73 -2.45 -6.27
H -0.95 -2.20 -6.62
H -1.53 -4.15 -5.35
H 1.92 -3.94 -6.25
H 2.10 -5.64 -6.23
H -1.22 -6.37 -5.40
H 0.33 -7.02 -5.72
C 2.58 2.71 -0.70
P 0.94 2.53 0.06
C 1.06 3.58 1.57
C 1.34 5.02 1.41
C 1.42 5.88 2.50
C 1.22 5.37 3.75
C 0.92 3.96 3.92
C 0.84 3.09 2.83
C -0.16 3.62 -0.86
C -1.24 4.22 -0.20
C -2.08 5.09 -0.88
C -1.85 5.37 -2.22
C -0.78 4.79 -2.88
C 0.08 3.93 -2.21
H 2.58 2.20 -1.66
H 3.32 2.22 -0.07
H 2.85 3.76 -0.85
H 1.49 5.41 0.41
H 1.63 6.94 2.36
H 1.28 6.00 4.63
H 0.78 3.58 4.92
H 0.61 2.04 2.99
H -1.44 3.99 0.84
H -2.91 5.56 -0.36
H -2.50 6.06 -2.75
H -0.59 5.02 -3.92
H 0.93 3.51 -2.73
```

---

DFT (the ωB97M-V functional and the def2-TZVPD basis) results for a gas-phase ion, C4H9NOS (charge -2) in a non-equilibrium geometry.

**DFT total energy**: -18663.914 eV
**2S+1**: 1
**Kohn-Sham gap**: 0.1943 Eh
**Total charge**: -2
**Energy relative to the best compared isomer or geometry (same formula, charge and spin)**: 84.64 kJ/mol
**Strongest force on any atom**: 1.2 eV/A
**Lowest unoccupied orbital energy**: 6.246 eV

Geometry as XYZ:
```
16
C4H9NOS | the Open Molecules 2025 dataset | the ωB97M-V functional and the def2-TZVPD basis
C -0.09 0.02 1.84
N -0.64 0.82 0.75
C -0.14 0.44 -0.57
C 1.39 0.52 -0.73
O 2.13 -0.50 -0.21
C -0.70 -0.92 -1.06
S -2.52 -0.88 -1.44
H -0.66 -0.88 2.10
H 0.91 -0.36 1.55
H 0.01 0.62 2.76
H -1.65 0.68 0.69
H -0.59 1.16 -1.28
H 1.55 0.67 -1.84
H 1.71 1.51 -0.32
H -0.13 -1.22 -1.95
H -0.57 -1.66 -0.29
```

---

DFT (the ωB97M-V functional and the def2-TZVPD basis) results for a molecular structure, C13H16CuInN3O3 in a non-equilibrium geometry.

**DFT total energy**: -74135.071 eV
**2S+1**: 3
**Kohn-Sham gap (spin up / spin down)**: 0.1828 / 0.1318 Eh
**⟨S²⟩**: 2.0252
**Total charge**: +3
**Strongest force on any atom**: 5.9 eV/A
**Lowest unoccupied orbital energy (spin up / spin down)**: -9.994 / -11.380 eV

Geometry as XYZ:
```
37
C13H16CuInN3O3 | the Open Molecules 2025 dataset | the ωB97M-V functional and the def2-TZVPD basis
Cu 10.18 2.73 -21.23
In 5.69 1.16 -20.88
O 7.54 -0.78 -22.19
C 8.76 -0.41 -22.01
O 9.56 -1.35 -21.81
O 8.87 0.77 -21.71
H 7.46 -1.72 -22.37
N 10.37 -5.59 -21.26
C 9.36 -4.65 -21.18
C 8.88 -4.61 -19.85
C 9.89 -5.24 -19.04
C 10.75 -5.90 -19.93
H 10.85 -5.90 -22.09
H 9.03 -4.21 -22.10
H 8.00 -4.15 -19.43
H 9.90 -5.21 -17.96
H 11.53 -6.64 -19.79
N 4.90 -2.62 -24.31
C 6.09 -2.69 -24.94
C 6.99 -3.43 -24.11
C 6.36 -3.70 -22.93
C 5.06 -3.25 -23.10
H 4.07 -2.06 -24.47
H 6.10 -2.12 -25.86
H 8.00 -3.75 -24.31
H 6.73 -4.10 -21.99
H 4.30 -3.17 -22.34
N 12.39 -0.50 -23.96
C 13.73 -0.91 -24.08
C 14.05 -1.31 -25.32
C 12.91 -0.88 -26.06
C 11.89 -0.51 -25.20
H 11.95 -0.21 -23.10
H 14.21 -0.92 -23.11
H 14.96 -1.66 -25.80
H 12.98 -1.04 -27.12
H 10.89 -0.11 -25.34
```

---

DFT (the ωB97M-V functional and the def2-TZVPD basis) results for 2 unconnected molecules or ions with the total composition C25H34N3 in a non-equilibrium geometry.

**DFT total energy**: -30941.225 eV
**2S+1**: 1
**Kohn-Sham gap**: 0.2158 Eh
**Total charge**: +1
**Energy relative to the best compared isomer or geometry (same formula, charge and spin)**: 10.40 kJ/mol
**Strongest force on any atom**: 1.2 eV/A
**Lowest unoccupied orbital energy**: -4.107 eV

Geometry as XYZ:
```
62
C25H34N3 | the Open Molecules 2025 dataset | the ωB97M-V functional and the def2-TZVPD basis
C 2.38 -0.07 3.41
N 0.96 -0.07 3.15
C 0.31 -1.28 3.62
C -1.15 -1.33 3.19
C -1.89 -0.08 3.68
C -1.16 1.17 3.20
C 0.30 1.14 3.63
H 2.85 0.82 2.96
H 2.64 -0.10 4.49
H 2.83 -0.96 2.94
H 0.86 -2.14 3.21
H 0.36 -1.34 4.73
H -1.19 -1.37 2.09
H -1.60 -2.24 3.59
H -2.91 -0.08 3.31
H -1.92 -0.09 4.77
H -1.20 1.22 2.10
H -1.63 2.08 3.60
H 0.34 1.19 4.74
H 0.84 2.01 3.23
C 7.89 -0.48 -1.04
N 6.77 0.39 -0.79
C 6.95 1.80 -0.50
C 5.51 2.33 -0.29
C 4.64 1.14 -0.48
C 5.46 0.03 -0.81
C 4.89 -1.20 -1.20
C 3.52 -1.27 -1.26
C 2.66 -0.24 -0.75
C 1.26 -0.34 -0.60
C 0.45 -1.49 -0.72
C -0.98 -1.30 -0.73
C -1.80 -2.37 -0.99
C -1.26 -3.65 -1.27
N -2.26 -4.54 -1.48
C -2.11 -5.96 -1.72
C -3.58 -3.96 -1.29
C -3.29 -2.47 -0.99
C 0.12 -3.89 -1.19
C 0.93 -2.84 -0.82
C 3.28 1.01 -0.41
H 7.53 -1.49 -1.23
H 8.47 -0.13 -1.91
H 8.57 -0.49 -0.17
H 7.57 1.95 0.40
H 7.45 2.31 -1.34
H 5.40 2.78 0.70
H 5.30 3.11 -1.03
H 5.54 -2.03 -1.47
H 3.09 -2.15 -1.73
H 0.73 0.60 -0.41
H -1.40 -0.31 -0.56
H -1.04 -6.19 -1.81
H -2.54 -6.55 -0.90
H -2.62 -6.26 -2.65
H -4.21 -4.08 -2.18
H -4.10 -4.44 -0.44
H -3.71 -2.20 -0.01
H -3.75 -1.82 -1.74
H 0.51 -4.89 -1.40
H 1.96 -3.06 -0.58
H 2.66 1.87 -0.13
```

---

DFT (the ωB97M-V functional and the def2-TZVPD basis) results for 2 unconnected molecules or ions with the total composition C3H5Br2N3 in a non-equilibrium geometry.

**DFT total energy**: -147742.456 eV
**2S+1**: 1
**Kohn-Sham gap (spin up / spin down)**: 0.3042 / 0.3042 Eh
**Energy relative to the best compared isomer or geometry (same formula, charge and spin)**: 199.97 kJ/mol
**Strongest force on any atom**: 3.4 eV/A
**Lowest unoccupied orbital energy (spin up / spin down)**: -0.384 / -0.385 eV

Geometry as XYZ:
```
13
C3H5Br2N3 | the Open Molecules 2025 dataset | the ωB97M-V functional and the def2-TZVPD basis
C 1.56 0.61 -0.03
C 0.74 -1.54 1.17
C -1.60 0.80 -1.28
N 0.42 1.01 -0.12
N -0.44 -1.15 1.23
N -0.81 0.98 -0.03
Br 3.32 1.40 -0.06
Br 1.25 -2.68 -0.36
H 1.42 -1.32 1.98
H -1.89 -0.29 -1.15
H -2.28 1.59 -1.18
H -1.04 1.07 -2.12
H -0.65 -0.48 1.96
```

---

DFT (the ωB97M-V functional and the def2-TZVPD basis) results for a molecular structure, C7H12BClHgO3 in a non-equilibrium geometry.

**DFT total energy**: -30944.426 eV
**2S+1**: 1
**Kohn-Sham gap**: 0.1066 Eh
**Total charge**: +2
**Strongest force on any atom**: 3.0 eV/A
**Lowest unoccupied orbital energy**: -14.245 eV

Geometry as XYZ:
```
25
C7H12BClHgO3 | the Open Molecules 2025 dataset | the ωB97M-V functional and the def2-TZVPD basis
C 1.61 0.56 0.97
C 1.79 -0.26 -0.36
C 0.98 -1.59 -0.45
Cl 1.32 -2.29 -2.09
B -0.62 -1.40 -0.39
C -1.46 -1.29 0.98
C -2.00 0.12 1.27
O -2.00 0.46 2.38
O -2.48 0.98 0.30
C -1.50 1.83 -0.23
C -1.25 1.68 -1.75
O -0.88 2.60 0.40
H 1.99 1.59 0.81
H 0.57 0.67 1.31
H 2.29 0.11 1.80
H 2.90 -0.57 -0.43
H 1.63 0.35 -1.27
H 1.35 -2.32 0.31
H -1.22 -1.36 -1.41
H -0.83 -1.69 1.79
H -2.33 -1.98 0.88
H -1.99 0.99 -2.19
H -1.36 2.69 -2.19
H -0.23 1.30 -1.95
Hg 3.70 -1.18 1.52
```

---

Question: Among the records above, which one has the highest 2S+1?
Answer: C31H39BMnN12O2P